# C15H21N3O6

A single C15H21N3O6 molecule (ωB97M-V/def2-TZVPD, OMol25).

```
45
Properties=species:S:1:pos:R:3:forces:R:3:mulliken_charge:R:1
C -3.949 -0.398 -2.205 -0.3 0.2 0.0 -1.19
C -2.975 -1.547 -2.185 0.2 0.1 0.1 -0.05
O -1.682 -1.038 -1.767 -1.1 -0.4 -0.2 -0.18
C -0.787 -2.052 -1.613 2.4 -1.0 0.1 0.53
N 0.546 -1.671 -1.478 -1.5 -3.5 -0.7 -1.49
N 0.669 -0.557 -0.751 1.2 4.0 -1.8 1.50
C 1.598 0.399 -1.359 0.2 -1.5 0.8 0.03
O 2.616 0.113 -1.953 -1.2 0.4 0.3 -0.57
O 1.197 1.642 -1.072 0.9 0.5 -0.5 -0.19
C 2.160 2.676 -1.484 -0.6 -0.2 0.1 -0.28
C 1.393 3.965 -1.363 -0.1 0.4 0.0 -1.20
O -1.120 -3.237 -1.634 -0.3 0.9 -0.5 -0.67
H -4.889 -0.754 -2.641 0.0 0.1 0.1 0.40
H -4.157 -0.045 -1.185 0.1 0.0 -0.3 0.23
H -3.597 0.442 -2.819 0.0 -0.2 0.2 0.28
H -3.308 -2.331 -1.488 0.2 0.3 -0.3 0.12
H -2.888 -2.007 -3.183 0.1 0.1 0.4 0.34
H 3.018 2.641 -0.794 -0.1 -0.1 -0.3 0.24
H 2.502 2.482 -2.511 -0.1 -0.1 0.5 0.37
H 2.015 4.812 -1.663 0.0 -0.1 0.0 0.42
H 0.507 3.949 -2.010 0.2 0.0 0.2 0.29
H 1.068 4.127 -0.328 0.0 0.0 -0.2 0.27
C -3.130 -3.114 1.396 -0.4 -0.6 0.1 -1.18
C -2.625 -1.728 1.660 0.3 -0.2 -0.6 -0.12
O -1.268 -1.771 1.099 0.5 1.1 0.7 -0.18
C -0.580 -0.627 1.177 -1.9 0.5 1.3 0.24
C 0.810 -0.791 0.640 0.1 0.0 0.3 -0.17
N 1.820 0.108 1.243 0.1 0.0 1.7 0.30
C 1.526 1.349 1.703 0.3 0.0 0.0 -0.02
C 2.510 2.127 2.299 -0.1 0.0 -0.1 -0.80
C 3.824 1.672 2.368 -0.4 -0.2 -0.2 -0.19
C 4.079 0.369 1.947 0.1 -0.5 -0.1 -0.68
C 3.053 -0.417 1.460 -0.2 0.3 -0.6 0.15
O -1.064 0.416 1.596 0.5 -0.8 -0.2 -0.67
H -4.199 -3.181 1.618 0.1 0.0 0.0 0.38
H -2.958 -3.402 0.354 0.0 0.1 0.2 0.24
H -2.607 -3.841 2.028 -0.1 0.1 -0.1 0.32
H -3.212 -0.964 1.132 0.3 -0.1 0.2 0.18
H -2.571 -1.498 2.733 0.1 0.1 -0.4 0.38
H 1.121 -1.829 0.796 0.2 0.0 -0.1 0.26
H 0.489 1.662 1.631 0.2 -0.1 -0.2 0.65
H 2.204 3.086 2.707 0.2 -0.1 -0.2 0.42
H 4.627 2.300 2.747 -0.2 -0.1 0.0 0.43
H 5.070 -0.077 1.990 -0.2 0.2 0.1 0.43
H 3.145 -1.459 1.159 0.3 0.3 0.0 0.42
```
Forces are in eV/Å.

ΔE to the lowest compared entry with this formula, charge and spin ... 453.2 kJ/mol
Highest occupied orbital energy ... -6.50 eV
HOMO-LUMO gap ... 4.97 eV
Lowest unoccupied orbital energy ... -0.056 Eh